{
  "formula": "C36H72NO11",
  "method": "wB97M-V/def2-TZVPD",
  "symbols": ["C", "C", "O", "C", "C", "C", "C", "N", "H", "H", "H", "H", "H", "H", "H", "H", "H", "H", "H", "H", "C", "C", "O", "C", "H", "H", "H", "H", "H", "H", "C", "C", "O", "C", "H", "H", "H", "H", "H", "H", "C", "C", "O", "C", "H", "H", "H", "H", "H", "H", "C", "C", "O", "C", "H", "H", "H", "H", "H", "H", "C", "C", "O", "C", "H", "H", "H", "H", "H", "H", "C", "C", "O", "C", "H", "H", "H", "H", "H", "H", "C", "C", "O", "C", "H", "H", "H", "H", "H", "H", "C", "C", "O", "C", "H", "H", "H", "H", "H", "H", "C", "C", "O", "C", "H", "H", "H", "H", "H", "H", "C", "C", "O", "C", "H", "H", "H", "H", "H", "H"],
  "positions_angstrom": [[1.99, -0.58, 0.17], [1.47, 0.83, 0.48], [1.71, 1.14, 1.85], [0.01, 1.04, 0.04], [-1.04, 1.36, 1.12], [-2.43, 1.25, 0.45], [-3.27, 0.12, 0.97], [-4.40, -0.24, 0.50], [1.18, -1.30, 0.16], [2.66, -0.86, 0.99], [2.54, -0.60, -0.76], [2.08, 1.52, -0.13], [2.66, 1.05, 1.94], [-0.05, 1.85, -0.68], [-0.28, 0.12, -0.50], [-0.99, 0.58, 1.89], [-3.00, 2.17, 0.51], [-2.30, 1.04, -0.62], [-2.87, -0.45, 1.81], [-4.64, 0.38, -0.28], [1.91, -3.92, -4.04], [2.21, -3.72, -2.57], [2.28, -2.63, -2.07], [2.41, -4.96, -1.73], [1.79, -2.95, -4.52], [2.73, -4.46, -4.51], [1.00, -4.50, -4.16], [3.26, -5.53, -2.10], [1.51, -5.59, -1.76], [2.60, -4.67, -0.70], [0.85, 4.52, 2.08], [0.22, 5.36, 3.14], [-0.03, 6.54, 3.00], [-0.12, 4.63, 4.42], [1.06, 5.13, 1.19], [1.78, 4.10, 2.45], [0.19, 3.68, 1.81], [0.79, 4.21, 4.86], [-0.79, 3.80, 4.20], [-0.59, 5.31, 5.12], [6.60, -4.55, 2.60], [5.66, -4.30, 1.45], [5.92, -4.67, 0.32], [4.37, -3.59, 1.77], [7.49, -5.07, 2.24], [6.90, -3.60, 3.04], [6.12, -5.15, 3.36], [4.58, -2.60, 2.18], [3.80, -4.16, 2.50], [3.79, -3.47, 0.86], [7.84, -9.23, 3.66], [7.24, -8.28, 4.67], [7.11, -7.10, 4.42], [6.82, -8.86, 5.99], [8.10, -8.69, 2.75], [8.73, -9.70, 4.07], [7.12, -10.01, 3.42], [7.67, -9.32, 6.49], [6.06, -9.63, 5.83], [6.41, -8.08, 6.62], [-7.29, 1.11, 2.07], [-8.61, 0.40, 1.92], [-9.48, 0.46, 2.77], [-8.80, -0.37, 0.65], [-7.26, 1.64, 3.02], [-6.47, 0.39, 2.03], [-7.15, 1.82, 1.26], [-8.03, -1.14, 0.57], [-8.71, 0.29, -0.21], [-9.78, -0.84, 0.64], [6.90, -0.44, 2.67], [5.91, 0.23, 1.73], [4.80, 0.52, 2.09], [6.39, 0.52, 0.33], [6.43, -0.59, 3.64], [7.20, -1.41, 2.26], [7.78, 0.18, 2.79], [6.68, -0.42, -0.16], [7.26, 1.18, 0.36], [5.59, 0.99, -0.23], [2.30, 0.18, -3.77], [1.32, 0.45, -4.88], [1.55, 0.13, -6.03], [0.04, 1.14, -4.49], [3.18, -0.32, -4.18], [2.60, 1.12, -3.30], [1.85, -0.46, -3.02], [0.26, 2.11, -4.04], [-0.49, 0.53, -3.75], [-0.58, 1.28, -5.36], [-3.83, 3.63, 3.20], [-4.87, 3.96, 2.16], [-4.73, 3.63, 1.02], [-6.09, 4.73, 2.62], [-3.00, 3.09, 2.74], [-3.45, 4.55, 3.65], [-4.27, 3.02, 3.99], [-5.80, 5.69, 3.05], [-6.62, 4.16, 3.39], [-6.76, 4.90, 1.78], [-9.90, -0.51, -4.70], [-9.32, 0.45, -3.68], [-9.14, 0.12, -2.54], [-8.98, 1.83, -4.17], [-10.10, -1.47, -4.22], [-10.83, -0.11, -5.10], [-9.20, -0.66, -5.52], [-9.88, 2.32, -4.56], [-8.25, 1.78, -4.97], [-8.58, 2.42, -3.35], [1.06, 6.33, -4.54], [0.18, 5.25, -5.11], [-0.24, 4.34, -4.43], [-0.17, 5.35, -6.58], [1.23, 6.14, -3.49], [2.02, 6.34, -5.07], [0.59, 7.30, -4.66], [0.74, 5.33, -7.18], [-0.69, 6.29, -6.78], [-0.81, 4.52, -6.86]],
  "total_charge": -1,
  "de_lowest_ev": 0.000,
  "total_energy_ha": -2297.19128,
  "homo_ev": -1.32,
  "gap_ev": 3.0536
}

=====

{
  "formula": "C36H72O12",
  "method": "wB97M-V/def2-TZVPD",
  "symbols": ["C", "C", "O", "C", "H", "H", "H", "H", "H", "H", "C", "C", "O", "C", "H", "H", "H", "H", "H", "H", "C", "C", "O", "C", "H", "H", "H", "H", "H", "H", "C", "C", "O", "C", "H", "H", "H", "H", "H", "H", "C", "C", "O", "C", "H", "H", "H", "H", "H", "H", "C", "C", "O", "C", "H", "H", "H", "H", "H", "H", "C", "C", "O", "C", "H", "H", "H", "H", "H", "H", "C", "C", "O", "C", "H", "H", "H", "H", "H", "H", "C", "C", "O", "C", "H", "H", "H", "H", "H", "H", "C", "C", "O", "C", "H", "H", "H", "H", "H", "H", "C", "C", "O", "C", "H", "H", "H", "H", "H", "H", "C", "C", "O", "C", "H", "H", "H", "H", "H", "H"],
  "positions_angstrom": [[3.80, -4.06, 2.32], [4.84, -3.49, 1.37], [4.76, -3.72, 0.17], [6.04, -2.70, 1.88], [4.25, -4.70, 3.07], [3.08, -4.67, 1.78], [3.26, -3.28, 2.86], [5.73, -1.69, 2.12], [6.84, -2.68, 1.14], [6.33, -3.29, 2.75], [1.09, 0.69, 0.20], [-0.27, -0.01, 0.26], [-1.20, 0.37, 0.95], [-0.48, -1.25, -0.65], [0.99, 1.77, 0.21], [1.61, 0.41, -0.72], [1.74, 0.36, 1.01], [-0.59, -0.91, -1.68], [-1.38, -1.76, -0.31], [0.30, -2.01, -0.62], [-3.62, -5.49, -8.30], [-2.61, -4.39, -8.42], [-2.69, -3.57, -9.27], [-1.45, -4.20, -7.43], [-4.09, -5.48, -7.31], [-3.14, -6.46, -8.43], [-4.34, -5.37, -9.11], [-0.75, -3.54, -7.94], [-0.84, -5.08, -7.27], [-1.76, -3.80, -6.46], [-7.91, -1.23, 2.82], [-7.89, -1.85, 4.20], [-6.82, -2.30, 4.61], [-9.11, -1.91, 5.04], [-8.48, -1.88, 2.16], [-6.92, -0.94, 2.47], [-8.44, -0.28, 2.87], [-8.99, -2.64, 5.85], [-10.02, -2.15, 4.49], [-9.26, -0.93, 5.51], [-6.45, -7.02, -0.67], [-5.94, -7.19, -2.08], [-5.05, -6.49, -2.50], [-6.63, -8.18, -3.04], [-6.67, -8.01, -0.27], [-7.40, -6.50, -0.76], [-5.74, -6.58, 0.02], [-5.84, -8.82, -3.43], [-7.03, -7.72, -3.94], [-7.38, -8.67, -2.41], [3.53, 1.27, 6.78], [4.94, 0.78, 7.03], [5.73, 0.97, 6.10], [5.34, 0.11, 8.38], [3.07, 0.73, 5.96], [3.49, 2.32, 6.51], [2.90, 1.07, 7.65], [5.48, 0.95, 9.06], [6.30, -0.39, 8.24], [4.56, -0.54, 8.78], [-0.08, 2.04, -7.67], [0.93, 1.82, -6.58], [0.66, 2.03, -5.37], [2.30, 1.35, -7.05], [-1.05, 2.10, -7.16], [-0.04, 1.18, -8.33], [0.14, 2.93, -8.26], [2.42, 1.33, -8.13], [2.50, 0.34, -6.71], [3.07, 1.92, -6.54], [3.07, 6.66, -3.92], [4.19, 6.16, -4.81], [5.11, 5.47, -4.39], [3.99, 6.51, -6.30], [2.28, 5.91, -3.96], [2.67, 7.56, -4.39], [3.38, 6.94, -2.92], [4.37, 7.49, -6.58], [2.93, 6.52, -6.52], [4.51, 5.76, -6.90], [-4.61, 4.35, 7.74], [-3.25, 3.76, 7.51], [-2.45, 3.56, 8.37], [-2.90, 3.55, 6.06], [-4.86, 5.24, 7.16], [-4.67, 4.61, 8.80], [-5.38, 3.59, 7.59], [-1.87, 3.20, 6.02], [-3.04, 4.47, 5.48], [-3.48, 2.72, 5.66], [-2.35, 6.73, 0.50], [-1.21, 7.70, 0.58], [-0.31, 7.49, 1.38], [-1.24, 8.95, -0.23], [-2.59, 6.64, -0.56], [-3.23, 7.08, 1.04], [-1.94, 5.81, 0.89], [-1.36, 8.76, -1.30], [-0.32, 9.51, -0.05], [-2.05, 9.56, 0.17], [0.91, -8.11, -2.59], [1.80, -9.11, -1.92], [1.81, -9.24, -0.72], [2.62, -10.03, -2.80], [0.10, -8.72, -3.01], [1.34, -7.52, -3.40], [0.42, -7.47, -1.86], [3.02, -10.86, -2.21], [3.46, -9.53, -3.29], [2.12, -10.54, -3.63], [7.27, 6.18, 5.17], [6.91, 6.25, 3.68], [7.69, 6.62, 2.85], [5.52, 5.74, 3.36], [7.99, 6.97, 5.40], [7.86, 5.29, 5.41], [6.47, 6.24, 5.90], [5.67, 4.66, 3.35], [5.23, 6.00, 2.34], [4.75, 5.91, 4.10]],
  "total_charge": 0,
  "de_lowest_ev": 2.723,
  "total_energy_ha": -2317.65834,
  "homo_ev": -9.36,
  "smiles": "CC(C)=O.CC(C)=O.CC(C)=O.CC(C)=O.CC(C)=O.CC(C)=O.CC(C)=O.CC(C)=O.CC(C)=O.CC(C)=O.CC(C)=O.CC(C)=O",
  "gap_ev": 9.6874
}

=====

{
  "formula": "C36H72O9",
  "method": "wB97M-V/def2-TZVPD",
  "symbols": ["C", "C", "C", "O", "C", "H", "H", "H", "H", "H", "H", "H", "H", "C", "C", "C", "O", "C", "H", "H", "H", "H", "H", "H", "H", "H", "C", "C", "C", "O", "C", "H", "H", "H", "H", "H", "H", "H", "H", "C", "C", "C", "O", "C", "H", "H", "H", "H", "H", "H", "H", "H", "C", "C", "C", "O", "C", "H", "H", "H", "H", "H", "H", "H", "H", "C", "C", "C", "O", "C", "H", "H", "H", "H", "H", "H", "H", "H", "C", "C", "C", "O", "C", "H", "H", "H", "H", "H", "H", "H", "H", "C", "C", "C", "O", "C", "H", "H", "H", "H", "H", "H", "H", "H", "C", "C", "C", "O", "C", "H", "H", "H", "H", "H", "H", "H", "H"],
  "positions_angstrom": [[-1.05, 1.41, 5.92], [-0.28, 0.61, 4.94], [-0.55, 1.31, 3.60], [-1.31, 2.39, 3.94], [-1.23, 2.73, 5.27], [-0.58, 1.48, 6.93], [-1.95, 0.98, 6.11], [-0.77, -0.23, 4.93], [0.82, 0.39, 5.09], [-1.00, 0.76, 2.89], [0.40, 1.66, 3.08], [-2.15, 3.21, 5.69], [-0.29, 3.32, 5.37], [2.78, -2.00, 2.34], [4.39, -2.33, 2.50], [4.32, -3.78, 2.98], [2.88, -4.00, 3.24], [2.05, -3.34, 2.39], [2.68, -1.24, 1.47], [2.61, -1.69, 3.32], [4.52, -1.46, 3.18], [4.99, -2.20, 1.62], [4.89, -4.06, 4.00], [4.54, -4.43, 2.31], [1.08, -3.15, 2.72], [1.93, -3.71, 1.46], [-1.15, -3.16, -6.27], [-1.68, -2.41, -5.07], [-1.61, -3.34, -3.78], [-1.31, -4.62, -4.40], [-0.48, -4.44, -5.54], [-0.41, -2.69, -6.66], [-1.93, -3.47, -6.83], [-2.73, -2.35, -5.54], [-1.41, -1.51, -5.14], [-2.67, -3.41, -3.33], [-0.92, -3.00, -3.08], [-0.34, -5.38, -6.23], [0.56, -4.18, -5.22], [-2.48, 4.00, 0.30], [-1.50, 3.86, 1.48], [-2.27, 4.41, 2.61], [-3.20, 5.31, 1.99], [-3.71, 4.67, 0.77], [-2.99, 3.07, 0.02], [-1.99, 4.57, -0.33], [-0.75, 4.51, 1.40], [-1.02, 2.83, 1.48], [-1.55, 4.85, 3.33], [-2.72, 3.62, 3.14], [-4.32, 5.25, 0.09], [-4.48, 3.87, 0.98], [0.06, 0.10, -0.17], [0.98, -0.66, -0.98], [1.18, -1.87, -0.17], [0.35, -1.78, 0.94], [0.14, -0.43, 1.23], [-0.89, 0.02, -0.66], [0.06, 1.24, -0.23], [2.01, -0.11, -1.15], [0.47, -0.90, -2.02], [2.21, -2.01, 0.02], [1.19, -2.84, -0.70], [0.88, 0.05, 2.01], [-0.71, -0.47, 1.68], [1.52, 2.74, -2.42], [1.26, 4.11, -1.78], [2.35, 4.99, -2.40], [3.34, 4.13, -2.76], [2.74, 3.02, -3.34], [0.66, 2.37, -2.97], [2.03, 2.06, -1.52], [1.45, 4.34, -0.76], [0.27, 4.49, -1.97], [2.85, 5.61, -1.50], [2.08, 5.51, -3.19], [3.48, 2.08, -3.80], [2.40, 3.34, -4.16], [3.82, 4.04, 1.75], [4.28, 2.79, 0.87], [3.48, 1.63, 1.44], [2.38, 2.32, 2.26], [3.05, 3.42, 2.77], [3.00, 4.45, 1.14], [4.54, 4.66, 2.05], [5.35, 2.76, 0.98], [4.17, 2.96, -0.18], [4.17, 1.12, 1.99], [3.11, 0.99, 0.71], [3.64, 3.11, 3.79], [2.34, 4.09, 3.22], [-0.59, -5.15, -0.93], [-0.61, -5.18, 0.64], [-1.27, -6.71, 0.85], [-1.59, -7.15, -0.55], [-1.70, -6.07, -1.36], [0.38, -5.72, -1.24], [-0.86, -4.21, -1.30], [-1.20, -4.58, 1.12], [0.28, -5.10, 1.23], [-2.23, -6.37, 1.40], [-0.62, -7.20, 1.56], [-2.65, -5.66, -1.33], [-1.68, -6.58, -2.24], [-4.09, 1.40, -2.89], [-5.08, 0.37, -2.46], [-4.31, -1.04, -2.64], [-3.01, -0.56, -2.45], [-2.70, 0.79, -2.84], [-4.21, 2.20, -2.19], [-4.58, 1.95, -3.92], [-5.82, 0.43, -3.11], [-5.27, 0.49, -1.51], [-4.14, -1.41, -3.78], [-4.52, -1.80, -1.78], [-2.25, 0.51, -3.69], [-1.96, 1.32, -2.07]],
  "total_charge": 0,
  "de_lowest_ev": 18.082,
  "total_energy_ha": -2091.23798,
  "homo_ev": -9.25,
  "smiles": "C1CCOC1.C1CCOC1.C1CCOC1.C1CCOC1.C1CCOC1.C1CCOC1.C1CCOC1.C1CCOC1.C1CCOC1",
  "gap_ev": 9.6932
}

=====

{
  "formula": "C36H72O9",
  "method": "wB97M-V/def2-TZVPD",
  "symbols": ["C", "C", "C", "O", "C", "H", "H", "H", "H", "H", "H", "H", "H", "C", "C", "C", "O", "C", "H", "H", "H", "H", "H", "H", "H", "H", "C", "C", "C", "O", "C", "H", "H", "H", "H", "H", "H", "H", "H", "C", "C", "C", "O", "C", "H", "H", "H", "H", "H", "H", "H", "H", "C", "C", "C", "O", "C", "H", "H", "H", "H", "H", "H", "H", "H", "C", "C", "C", "O", "C", "H", "H", "H", "H", "H", "H", "H", "H", "C", "C", "C", "O", "C", "H", "H", "H", "H", "H", "H", "H", "H", "C", "C", "C", "O", "C", "H", "H", "H", "H", "H", "H", "H", "H", "C", "C", "C", "O", "C", "H", "H", "H", "H", "H", "H", "H", "H"],
  "positions_angstrom": [[0.98, -0.82, 0.56], [0.03, 0.11, -0.05], [-0.64, -0.77, -1.14], [0.30, -1.84, -1.39], [1.49, -1.70, -0.65], [0.39, -1.49, 1.20], [1.79, -0.40, 1.16], [0.53, 0.98, -0.47], [-0.72, 0.42, 0.68], [-0.90, -0.30, -2.09], [-1.53, -1.18, -0.68], [2.29, -1.27, -1.24], [1.78, -2.69, -0.29], [-0.05, -1.57, 3.22], [1.34, -1.93, 2.83], [1.79, -2.87, 4.00], [0.69, -3.00, 4.83], [-0.52, -2.74, 4.13], [-0.68, -1.32, 2.36], [-0.03, -0.77, 3.95], [1.92, -1.00, 2.82], [1.44, -2.42, 1.86], [2.63, -2.45, 4.56], [1.99, -3.89, 3.67], [-1.35, -2.48, 4.79], [-0.79, -3.61, 3.52], [1.31, 1.14, -2.86], [1.56, 2.28, -1.94], [0.62, 3.30, -2.56], [0.90, 3.12, -3.97], [1.10, 1.72, -4.27], [0.41, 0.59, -2.57], [2.14, 0.44, -2.77], [2.57, 2.69, -2.05], [1.45, 1.99, -0.90], [0.72, 4.34, -2.25], [-0.46, 3.14, -2.49], [2.03, 1.63, -4.83], [0.21, 1.31, -4.76], [3.26, -3.11, 0.17], [3.27, -1.85, 1.10], [3.94, -2.29, 2.37], [4.99, -3.18, 1.82], [4.38, -3.98, 0.79], [3.64, -2.85, -0.82], [2.33, -3.64, -0.04], [2.23, -1.60, 1.28], [3.74, -0.98, 0.62], [3.37, -2.91, 3.06], [4.35, -1.45, 2.93], [3.99, -4.89, 1.25], [5.10, -4.26, 0.03], [-0.27, 2.76, 0.33], [-1.37, 3.42, -0.50], [-1.99, 4.35, 0.58], [-1.93, 3.61, 1.76], [-0.86, 2.68, 1.75], [0.59, 3.41, 0.24], [-0.05, 1.82, -0.18], [-2.10, 2.68, -0.85], [-1.04, 4.05, -1.32], [-2.93, 4.87, 0.44], [-1.35, 5.22, 0.70], [-1.35, 1.72, 1.90], [-0.11, 2.84, 2.53], [5.32, 1.71, -0.97], [4.99, 0.24, -1.23], [3.69, 0.23, -1.88], [3.01, 1.40, -1.37], [3.98, 2.44, -1.08], [5.97, 2.04, -1.78], [5.74, 1.84, 0.02], [4.93, -0.26, -0.26], [5.71, -0.29, -1.85], [3.09, -0.67, -1.71], [3.85, 0.31, -2.96], [3.70, 2.82, -0.10], [4.05, 3.23, -1.83], [-3.45, -0.14, -0.29], [-2.47, 0.74, 0.31], [-3.33, 1.61, 1.19], [-4.43, 0.81, 1.65], [-4.53, -0.36, 0.80], [-2.97, -1.08, -0.57], [-3.90, 0.33, -1.16], [-1.94, 1.33, -0.43], [-1.76, 0.17, 0.91], [-3.64, 2.49, 0.63], [-2.78, 1.98, 2.06], [-5.53, -0.40, 0.38], [-4.24, -1.29, 1.29], [-3.97, 2.24, -2.30], [-3.57, 1.08, -3.14], [-2.18, 0.75, -2.68], [-1.79, 1.99, -2.18], [-2.73, 3.09, -2.32], [-4.19, 1.99, -1.26], [-4.84, 2.75, -2.71], [-3.61, 1.33, -4.20], [-4.19, 0.18, -3.03], [-1.55, 0.52, -3.53], [-2.12, -0.02, -1.90], [-2.54, 3.58, -3.27], [-2.72, 3.86, -1.55], [-2.35, -2.61, 2.34], [-3.10, -3.83, 1.87], [-3.61, -3.34, 0.53], [-2.52, -2.58, 0.00], [-1.84, -1.96, 1.08], [-1.57, -2.91, 3.04], [-2.92, -1.91, 2.94], [-3.97, -4.03, 2.49], [-2.45, -4.70, 1.77], [-4.50, -2.72, 0.55], [-3.87, -4.12, -0.18], [-2.10, -0.90, 1.08], [-0.77, -2.13, 0.96]],
  "total_charge": 0,
  "de_lowest_ev": 29.555,
  "total_energy_ha": -2090.81636,
  "homo_ev": -8.13,
  "gap_ev": 8.5019
}

=====

| no. | LUMO level (Ha) |
| --- | --- |
| 1 | 0.06376 |
| 2 | 0.01221 |
| 3 | 0.01628 |
| 4 | 0.01352 |